No. 1
# C16H54N4O9

A cluster of 9 separate species, C16H54N4O9 in total in a non-equilibrium geometry (the ωB97M-V functional and the def2-TZVPD basis, OMol25).

E_LUMO (spin up / spin down): -2.717 / -9.056 eV
E_tot: -1537.7205 Eh
Energy above the lowest of the compared OMol25 structures with the same formula, charge and spin: 0.0 kcal/mol
Expectation value of S²: 0.7555
Highest occupied orbital energy (spin up / spin down): -11.209 / -11.209 eV

Structure (ORCA input):
```
! wB97M-V def2-TZVPD RIJCOSX def2/J DEFGRID3
* xyz 1 2
C -0.43137 1.25037 1.79508
H -2.20700 2.69198 -8.38141
H -0.07494 2.28021 1.77259
O -0.60945 3.78602 -0.82238
H -0.53881 2.83147 -0.83062
C -0.11748 1.86972 -4.49865
H -2.23570 -3.28067 3.52143
H 0.13138 0.15998 -1.31888
H -2.57457 0.65761 -5.23245
H 2.29270 2.22601 -1.75665
N 0.05071 -2.81157 6.05294
H -3.80051 -0.33469 4.91432
H 0.21106 -3.94441 -0.40975
C -1.42966 2.51037 -4.91949
C 5.65198 -2.29580 -0.13805
H 5.65791 -1.86246 -2.22236
H -2.77670 3.70653 -4.10742
H 0.20837 -3.80812 6.00679
H -1.29745 -4.38669 4.55613
N 6.47191 -3.50069 -0.17830
H -0.69484 2.89552 -7.52229
H 5.00652 -2.48631 2.01718
H -3.36568 3.67030 1.97222
H 2.88490 0.23608 2.46083
H 0.18712 -2.30947 4.08113
H -1.08547 3.31105 -5.57412
H -0.95067 1.57090 -8.80940
H -1.36549 -3.52254 0.10469
C 4.90992 -2.22319 -1.51631
O 4.14728 -0.91935 1.20692
H 0.57950 2.61021 -4.10624
C -0.57684 -1.05016 0.91731
H -0.21845 0.84057 2.78240
H 2.40309 -1.43012 2.05015
H 4.09510 -1.49985 -1.48525
H 0.31700 1.38839 -5.37482
C -3.14451 0.01173 4.11572
O -0.00075 -2.00195 -0.00735
C 4.61312 -2.21208 1.03834
H 6.29653 -1.43381 0.03410
H -4.04611 3.44378 3.30549
O 2.09442 1.30009 -1.89666
C -1.72549 -3.38725 4.47875
C -0.59796 -2.34467 4.83644
H 3.63866 -1.17725 3.21557
H -1.55013 3.43498 -3.14097
H -0.37370 -0.28526 5.15673
C 0.05552 0.34652 0.66889
H 1.23526 1.17504 -1.49361
C 3.24462 -0.77708 2.28138
H -3.35326 2.03066 -5.89416
C -2.36783 1.58049 -5.77436
H -3.39730 0.43029 -2.28310
H -3.79875 -0.08595 3.24940
O -3.30466 3.27908 0.26533
H -0.44626 -1.50642 1.89858
H -2.88475 1.03103 4.40144
H 4.51999 -3.22593 -1.69111
C -1.34946 2.15300 -7.97860
H 5.96118 -4.27613 0.21912
H 0.29690 4.09380 -0.82727
H -2.51630 3.81828 0.20235
H -1.51561 1.35832 1.76510
H -2.44538 -3.30766 5.29331
H -1.65651 -0.92583 0.83381
C -0.31557 -3.29669 0.29113
O -3.30315 3.89197 2.90130
O -3.11396 1.25350 -1.88527
C -1.22306 -0.96480 5.08670
H 7.04299 -3.12464 0.56504
H 0.01216 -3.77204 1.21565
N -0.21593 0.83885 -0.65661
O -1.72954 1.19451 -6.99930
H -3.23146 2.66109 -0.46198
H -0.13589 1.14656 -3.68331
O -1.95628 -0.67101 3.94152
N -2.18539 2.96162 -3.76747
H -1.79161 -0.89903 6.01434
H 1.12561 0.19266 0.80793
H 1.00101 -2.47154 6.01511
H -1.21526 0.73560 -0.76032
H 3.79532 -2.86042 0.72374
H -2.89685 1.81680 -2.62809
*
```

Löwdin population analysis, charges in e, atoms 1 to 2: number 1, C, carries -0.037; number 2, H, carries 0.085



No. 2
# C2H3NOS

A cluster of 2 separate species, C2H3NOS in total in a non-equilibrium geometry (the ωB97M-V functional and the def2-TZVPD basis, OMol25).

E_LUMO: 0.589 eV
E_tot: -606.1259 Eh
Energy above the lowest of the compared OMol25 structures with the same formula, charge and spin: 38.6 kcal/mol
Highest occupied orbital energy: -10.109 eV

Structure (ORCA input):
```
! wB97M-V def2-TZVPD RIJCOSX def2/J DEFGRID3
* xyz 0 1
H -1.99760 0.34141 1.18225
C -1.08567 -0.01891 0.59215
O -0.30974 0.75195 0.10547
N 1.76750 -1.79436 0.28928
S 3.44869 0.44727 -0.30215
C 2.44311 -0.87895 0.03260
H 2.55710 0.87796 -1.11238
H -0.70825 -1.00691 0.59136
*
```

natural (NBO) population analysis, charges in e, atoms 1 to 2: number 1, H, carries 0.114; number 2, C, carries 0.264